Record 1
This record from the Open Molecules 2025 dataset describes 2 unconnected molecules or ions with the total composition C2H6NS. The level of theory is wB97M-V/def2-TZVPD.

The geometry in XYZ format:
```
10
C2H6NS, DFT wB97M-V/def2-TZVPD
H -1.246 1.056 -0.792
S -2.509 -1.594 1.149
C 0.446 0.234 -0.213
N -0.458 1.333 -0.209
H -1.673 -2.356 0.420
H -0.904 1.294 0.710
H 2.266 -0.675 -0.269
H -0.051 -0.730 -0.062
H 2.377 1.165 -0.365
C 1.753 0.272 -0.368
```

Energy above the lowest of the compared OMol25 structures with the same formula, charge and spin, eV: 0.641
E_HOMO, hartree: -0.101
Total energy, eV: -14496.800
2S+1: 1
Max |F|, eV Å⁻¹: 0.99
Total charge: -1
M, g/mol: 76.14

Mulliken atomic charges, in units of e: atom 1 (H): 0.32, atom 2 (S): -0.85, atom 3 (C): 0.18, atom 4 (N): -0.73, atom 5 (H): -0.07, atom 6 (H): 0.32, atom 7 (H): 0.26, atom 8 (H): -0.07, atom 9 (H): 0.29, atom 10 (C): -0.64



Record 2
This record from the Open Molecules 2025 dataset describes a molecular structure, C39H32Cl2F5N6O2Se2Tc. The level of theory is wB97M-V/def2-TZVPD.

The geometry in XYZ format:
```
89
C39H32Cl2F5N6O2Se2Tc, DFT wB97M-V/def2-TZVPD
C -0.162 2.728 5.512
C 2.938 -1.455 -3.059
C 3.083 5.327 -2.609
Tc 1.532 1.803 -0.711
C -0.400 -3.071 3.107
C -0.617 -4.836 -2.072
N 1.725 1.964 -2.717
Se 0.283 -0.800 0.132
H 0.055 -5.565 -2.529
C 3.021 4.645 -4.931
H -0.154 -3.204 2.050
C 3.721 -2.283 -2.269
C -1.844 -2.580 3.241
C -0.128 2.145 3.192
H 2.665 -1.698 -4.077
F -0.849 1.841 2.115
H 3.331 6.050 -1.848
N -1.863 -2.175 -1.164
C -0.837 2.421 4.347
Cl 3.320 4.983 -6.587
C -5.464 -3.562 0.244
C 0.612 -2.122 3.746
C 3.316 5.601 -3.943
H -3.077 -0.892 2.650
C 1.224 2.758 5.502
C 0.315 4.229 0.270
H -6.394 -3.909 0.674
C -3.115 -2.716 -0.901
H -2.667 5.404 1.298
F 3.239 2.496 4.357
F 1.881 3.056 6.615
C 2.515 -0.250 -2.539
C -4.019 -3.404 -1.699
F -0.827 2.990 6.625
C 1.911 2.475 4.337
F -2.171 2.377 4.325
N 2.797 0.148 -1.281
H -1.627 1.880 -0.915
H -0.216 5.991 1.330
H -3.814 -3.613 -2.740
H 0.674 -1.176 3.204
H 0.344 -1.908 4.783
C 2.552 4.092 -2.251
H -0.324 -4.051 3.582
C -1.935 4.765 0.824
C 3.538 -0.663 -0.522
H 0.247 -4.857 -0.082
O 2.235 5.654 0.244
C -2.332 3.635 0.126
H -2.025 -2.280 4.277
C 1.731 4.613 -0.061
Se 2.382 1.750 1.654
H 0.698 -3.172 -1.691
C -5.197 -3.817 -1.105
C -2.152 -1.380 2.342
C 2.225 3.146 -3.243
H 2.226 2.705 -5.348
H 3.737 -0.336 0.490
H -2.537 -3.392 3.010
C 1.259 2.163 3.140
C -0.087 -3.434 -2.403
C 4.035 -1.869 -0.985
C -0.583 5.082 0.872
N 2.237 3.665 -0.966
H -1.504 -4.601 -0.080
C -1.382 -1.603 -0.037
C -0.689 -5.134 -0.572
N -0.066 3.067 -0.300
H -1.883 -2.532 -3.188
H -4.763 -2.694 2.088
C 1.849 0.772 -3.416
H -1.341 -0.661 2.400
C -1.367 2.800 -0.407
N -2.292 -1.762 0.944
H -0.850 -6.199 -0.402
H -5.932 -4.348 -1.695
C -4.565 -2.879 1.041
Cl 3.986 7.119 -4.378
H 0.369 -3.438 -3.397
C -3.384 -2.459 0.442
O 1.579 0.570 -4.571
C -1.138 -2.324 -2.421
H -3.377 3.389 0.009
H 1.608 -2.566 3.737
C 2.475 3.425 -4.584
H 4.086 -3.226 -2.653
H -0.665 -1.372 -2.661
H 4.657 -2.470 -0.339
H -1.599 -4.985 -2.531
```

Energy above the lowest of the compared OMol25 structures with the same formula, charge and spin, eV: 2.831
E_HOMO (spin up / spin down), hartree: -0.372 / -0.377
Total energy, eV: -225517.429
2S+1: 4
Max |F|, eV Å⁻¹: 0.90
Total charge: +1
Expectation value of S²: 3.7787
M, g/mol: 1038.54

Mulliken atomic charges, in units of e: atom 1 (C): 0.71, atom 2 (C): -0.67, atom 3 (C): -0.82, atom 4 (Tc): -0.44, atom 5 (C): 0.26, atom 6 (C): -0.86, atom 7 (N): 0.34, atom 8 (Se): 0.07, atom 9 (H): 0.45, atom 10 (C): 0.07, atom 11 (H): -0.35, atom 12 (C): -0.45, atom 13 (C): -0.74, atom 14 (C): 0.53, atom 15 (H): 0.58, atom 16 (F): -0.10, atom 17 (H): 0.65, atom 18 (N): 0.64, atom 19 (C): -0.30, atom 20 (Cl): -0.18, atom 21 (C): -0.85, atom 22 (C): -1.20, atom 23 (C): 0.05, atom 24 (H): 0.48, atom 25 (C): 0.32, atom 26 (C): 0.95, atom 27 (H): 0.43, atom 28 (C): 0.42, atom 29 (H): 0.50, atom 30 (F): -0.31, atom 31 (F): -0.28, atom 32 (C): 0.84, atom 33 (C): -0.98, atom 34 (F): -0.29, atom 35 (C): 0.17, atom 36 (F): -0.34, atom 37 (N): 0.19, atom 38 (H): 0.53, atom 39 (H): 0.59, atom 40 (H): 0.42, atom 41 (H): 0.13, atom 42 (H): 0.36, atom 43 (C): -0.27, atom 44 (H): 0.44, atom 45 (C): -0.46, atom 46 (C): -0.30, atom 47 (H): 0.23, atom 48 (O): -0.59, atom 49 (C): -0.78, atom 50 (H): 0.47, atom 51 (C): -0.42, atom 52 (Se): 0.18, atom 53 (H): -0.20, atom 54 (C): -0.77, atom 55 (C): -0.36, atom 56 (C): 0.49, atom 57 (H): 0.66, atom 58 (H): 0.39, atom 59 (H): 0.46, atom 60 (C): -0.17, atom 61 (C): 0.43, atom 62 (C): -0.82, atom 63 (C): -0.75, atom 64 (N): 0.51, atom 65 (H): 0.02, atom 66 (C): -0.43, atom 67 (C): -0.84, atom 68 (N): 0.62, atom 69 (H): 0.45, atom 70 (H): 0.45, atom 71 (C): -0.01, atom 72 (H): -0.57, atom 73 (C): -0.48, atom 74 (N): 0.75, atom 75 (H): 0.47, atom 76 (H): 0.44, atom 77 (C): -0.58, atom 78 (Cl): -0.18, atom 79 (H): 0.54, atom 80 (C): 1.05, atom 81 (O): -0.65, atom 82 (C): -1.41, atom 83 (H): 0.48, atom 84 (H): 0.39, atom 85 (C): -0.83, atom 86 (H): 0.51, atom 87 (H): 0.18, atom 88 (H): 0.47, atom 89 (H): 0.28



Record 3
This record from the Open Molecules 2025 dataset describes a molecular structure, C56H49BCl17GaIO4. The level of theory is wB97M-V/def2-TZVPD.

The geometry in XYZ format:
```
129
C56H49BCl17GaIO4, DFT wB97M-V/def2-TZVPD
O 2.352 2.188 0.627
C -0.610 -0.959 3.788
Cl -2.447 -10.335 4.260
H -0.472 0.931 0.626
C -2.074 4.869 3.752
Cl -2.033 -7.410 5.492
C -3.169 7.203 2.734
C -2.467 -2.439 -7.299
C 5.362 5.937 -1.111
Cl -1.410 3.417 4.411
C 8.322 4.114 2.856
C -0.773 -8.315 1.265
H -8.835 -3.526 -13.353
C -0.044 0.297 3.943
C 5.605 7.026 3.663
C -2.090 -1.624 -6.245
H 10.043 4.509 4.065
H -1.338 7.403 1.640
H -0.164 -6.258 1.200
H -0.077 1.020 -1.542
C 3.747 2.778 -2.632
H 1.486 0.274 -1.496
C -3.345 5.265 4.140
H 3.841 5.751 -2.473
C 5.054 5.986 4.399
H -1.185 5.531 -0.806
C 4.076 3.825 -1.548
C -2.573 -0.326 -6.156
H -5.093 -11.065 3.910
C -3.893 6.430 3.632
C -0.603 -7.045 1.798
C 0.700 0.587 5.073
C -7.620 -11.692 6.065
C -8.289 -3.561 -12.420
H 1.288 4.677 -3.962
C -6.633 -12.521 3.614
Cl 3.541 5.279 3.966
C -1.562 -7.785 3.871
Cl -9.688 -13.403 6.054
H -4.885 6.735 3.936
C 7.505 7.062 5.130
C -6.480 -11.104 5.544
H -3.629 -2.590 -9.093
H 8.143 1.759 0.438
Cl -1.106 -3.512 4.607
C 0.879 -0.380 6.054
I 1.559 0.976 -5.086
H -6.969 -5.127 -13.062
C 0.684 4.125 -3.248
Cl -6.008 -3.739 -8.545
C -7.778 -13.109 4.133
C -8.270 -12.695 5.361
C -1.736 -9.053 3.337
H -5.977 -10.321 6.095
Cl 4.798 7.665 2.276
C 6.952 6.026 5.870
Cl 10.789 0.912 0.874
H 0.457 -2.391 6.658
H 5.299 4.681 6.078
H 1.433 5.214 -1.552
C -1.340 -9.317 2.035
Cl 12.028 2.709 3.215
H 0.196 6.029 -2.427
Cl -4.058 1.767 -7.079
C 0.487 5.051 -2.049
Cl -2.074 0.641 -4.826
C 4.654 5.120 -2.146
H -4.487 -0.287 -8.946
H 4.840 3.409 -0.910
H 7.477 5.633 6.731
C -3.333 -1.959 -8.271
B 1.173 1.704 0.076
H 2.983 1.485 0.814
Cl -1.719 3.379 -1.469
H -0.230 3.871 -3.767
C -1.353 5.636 2.850
H -9.445 -2.004 -11.514
H 4.193 1.821 -2.388
H 8.464 7.479 5.410
H -8.007 -11.369 7.021
C -0.427 -1.927 4.764
O 5.429 5.455 0.134
C 9.625 3.907 3.270
C -0.576 4.666 -1.001
H 1.141 1.568 5.188
H 5.313 4.901 -2.964
H 6.768 3.505 1.503
H 3.224 4.103 -0.946
Cl -1.534 -1.273 2.360
H -1.414 -1.995 -5.487
H -0.180 1.052 3.180
Cl -8.558 -14.350 3.214
C 9.865 2.151 1.650
C 6.829 7.563 4.029
H -0.083 4.434 -0.067
H -6.249 -12.846 2.657
C -7.244 -4.460 -12.256
C -1.902 6.805 2.343
C 10.400 2.927 2.667
C 5.729 5.491 5.505
C -6.551 -4.502 -11.059
O 0.094 1.639 0.958
H 4.175 3.088 -3.578
H 7.721 4.879 3.330
H -5.737 -5.202 -10.930
C -5.984 -11.521 4.317
H 7.264 8.370 3.455
C 0.317 -1.636 5.898
C 7.786 3.342 1.834
H -2.086 -3.450 -7.361
C 8.558 2.362 1.234
C -7.938 -2.746 -10.187
O 5.813 6.995 -1.363
H 1.459 -0.157 6.940
H -3.593 8.115 2.336
C -3.814 -0.663 -8.188
Cl 0.215 5.153 2.328
C -3.434 0.155 -7.134
Ga 1.752 2.427 -2.853
C -6.897 -3.648 -10.021
C -8.633 -2.706 -11.387
H -1.474 -10.307 1.621
C 0.972 1.233 -1.392
H 5.447 6.232 0.721
C -0.995 -6.782 3.098
H -0.861 -5.793 3.513
Cl -8.398 -1.655 -8.930
H -0.466 -8.525 0.250
H -3.906 4.663 4.842
```

Energy above the lowest of the compared OMol25 structures with the same formula, charge and spin, eV: 0.527
E_HOMO, hartree: -0.181
Total energy, eV: -341099.234
2S+1: 1
Max |F|, eV Å⁻¹: 3.16
Total charge: -1
M, g/mol: 1596.14

Mulliken atomic charge list, values in e, 99 entries: atom 1 (O): -0.49, atom 2 (C): 0.22, atom 3 (Cl): -0.20, atom 4 (H): 0.23, atom 5 (C): 0.35, atom 6 (Cl): -0.22, atom 7 (C): -0.64, atom 8 (C): -0.64, atom 9 (C): 0.44, atom 10 (Cl): -0.11, atom 11 (C): 0.19, atom 12 (C): -0.39, atom 13 (H): 0.36, atom 14 (C): -0.32, atom 15 (C): 0.22, atom 16 (C): -0.44, atom 17 (H): 0.43, atom 18 (H): 0.43, atom 19 (H): 0.40, atom 20 (H): 0.30, atom 21 (C): -1.10, atom 22 (H): 0.41, atom 23 (C): -0.48, atom 24 (H): 0.14, atom 25 (C): 0.31, atom 26 (H): 0.46, atom 27 (C): 0.35, atom 28 (C): 0.17, atom 29 (H): 0.34, atom 30 (C): -0.45, atom 31 (C): -0.76, atom 32 (C): -0.74, atom 33 (C): -0.35, atom 34 (C): -0.46, atom 35 (H): 0.41, atom 36 (C): -0.58, atom 37 (Cl): -0.04, atom 38 (C): 0.21, atom 39 (Cl): -0.20, atom 40 (H): 0.36, atom 41 (C): -0.56, atom 42 (C): -0.53, atom 43 (H): 0.68, atom 44 (H): 0.46, atom 45 (Cl): -0.21, atom 46 (C): -0.52, atom 47 (I): -0.54, atom 48 (H): 0.36, atom 49 (C): -1.03, atom 50 (Cl): -0.14, atom 51 (C): 0.34, atom 52 (C): 0.22, atom 53 (C): 0.51, atom 54 (H): 0.40, atom 55 (Cl): -0.20, atom 56 (C): -0.54, atom 57 (Cl): -0.21, atom 58 (H): 0.39, atom 59 (H): 0.43, atom 60 (H): 0.15, atom 61 (C): -0.53, atom 62 (Cl): -0.22, atom 63 (H): 0.41, atom 64 (Cl): -0.23, atom 65 (C): -0.48, atom 66 (Cl): -0.03, atom 67 (C): -0.64, atom 68 (H): 0.41, atom 69 (H): 0.08, atom 70 (H): 0.38, atom 71 (C): -0.63, atom 72 (B): 0.29, atom 73 (H): 0.22, atom 74 (Cl): -0.20, atom 75 (H): 0.62, atom 76 (C): 0.22, atom 77 (H): 0.40, atom 78 (H): 0.37, atom 79 (H): 0.41, atom 80 (H): 0.39, atom 81 (C): 0.53, atom 82 (O): 0.00, atom 83 (C): -0.53, atom 84 (C): 0.21, atom 85 (H): 0.49, atom 86 (H): 0.47, atom 87 (H): 0.44, atom 88 (H): 0.11, atom 89 (Cl): -0.21, atom 90 (H): 0.40, atom 91 (H): 0.52, atom 92 (Cl): -0.20, atom 93 (C): 0.23, atom 94 (C): -0.41, atom 95 (H): -0.53, atom 96 (H): 0.39, atom 97 (C): -0.50, atom 98 (C): -0.51, atom 99 (C): 0.19



Question: 2S+1 of number 1 (C2H6NS)?
Answer: 1



Question: Among the records above, which one has the lowest M?
Answer: C2H6NS



Question: The highest total charge belongs to which entry?
Answer: C39H32Cl2F5N6O2Se2Tc



Question: What is the formula in the first record?
Answer: C2H6NS